(1)
Below is a cluster of 6 separate species, C12H18N6 in total, with properties calculated with ωB97M-V with the def2-TZVPD basis set.

Output
SMILES: CC#N.CC#N.CC#N.CC#N.CC#N.CC#N
HOMO energy, eV: -11.41
Gap between HOMO and LUMO, eV: 12.0

Geometry (Å):
C (-0.6019, -2.9844, -2.6291)
C (-1.8673, -3.2403, -1.9791)
N (-2.8647, -3.5040, -1.4623)
H (-0.6003, -3.9469, -3.2075)
H (0.2142, -2.9327, -1.8745)
H (-0.6576, -2.0701, -3.1858)
C (-3.4081, -0.0730, -1.7761)
C (-3.4189, 0.4543, -0.4309)
N (-3.4052, 0.9576, 0.5926)
H (-2.9754, 0.6804, -2.4768)
H (-4.4484, -0.3957, -2.0586)
H (-2.7615, -0.9551, -1.7083)
C (3.0875, 4.8512, 0.9369)
C (3.7787, 3.6109, 1.1753)
N (4.1728, 2.5470, 1.4097)
H (2.3932, 4.4614, 0.1530)
H (3.6938, 5.6197, 0.4342)
H (2.5278, 5.1857, 1.8022)
C (2.8753, 0.5611, -1.6807)
C (2.2252, 1.8364, -1.6792)
N (1.8325, 2.9014, -1.8190)
H (3.4727, 0.3966, -0.7784)
H (3.7461, 0.6359, -2.3287)
H (2.1848, -0.2353, -1.9395)
C (-1.7849, -3.3706, 3.4928)
C (-1.0348, -2.1423, 3.7327)
N (-0.4437, -1.1759, 3.6795)
H (-1.0931, -4.2246, 3.7408)
H (-2.0961, -3.4111, 2.4159)
H (-2.6772, -3.4059, 4.0583)
C (0.0258, 0.8437, 1.3081)
C (-0.1339, 0.0022, 0.1327)
N (-0.1432, -0.6232, -0.8459)
H (-0.9443, 1.3387, 1.5380)
H (0.8230, 1.6037, 1.1172)
H (0.3073, 0.2031, 2.1404)

These are the Mulliken partial charges, in e, on atoms 1 to 6:
1. C -0.640
2. C 0.405
3. N -0.521
4. H 0.345
5. H 0.202
6. H 0.273

***

(2)
Below is a cluster of 6 separate species, C12H18N6 in total, with properties calculated with ωB97M-V with the def2-TZVPD basis set.

Output
SMILES: CC#N.CC#N.CC#N.CC#N.CC#N.CC#N
HOMO energy, eV: -11.30
Gap between HOMO and LUMO, eV: 11.5

Geometry (Å):
C (0.8236, -3.0241, 3.6511)
C (1.0808, -4.4216, 3.3023)
N (1.2875, -5.5199, 3.0307)
H (0.1224, -2.5902, 2.9449)
H (1.7730, -2.4961, 3.5758)
H (0.4821, -3.0186, 4.6823)
C (-1.1505, 2.9724, 2.0548)
C (-1.9098, 2.4471, 0.9268)
N (-2.5012, 2.0638, 0.0234)
H (-0.1579, 2.5314, 2.0284)
H (-1.6701, 2.7565, 2.9822)
H (-1.0653, 4.0486, 1.9057)
C (-2.0861, -1.4366, -5.1290)
C (-1.8407, -0.2115, -4.3759)
N (-1.6231, 0.7564, -3.8038)
H (-2.1044, -2.2878, -4.4562)
H (-1.2616, -1.5570, -5.8319)
H (-3.0220, -1.3214, -5.6698)
C (1.5343, 1.6781, -4.3068)
C (1.3955, 0.2973, -4.7607)
N (1.2568, -0.7890, -5.1196)
H (1.4975, 2.3645, -5.1471)
H (2.4926, 1.7778, -3.7970)
H (0.7185, 1.8857, -3.6161)
C (0.4757, 0.8250, 4.3921)
C (1.2099, -0.0222, 5.3116)
N (1.8048, -0.7390, 5.9891)
H (0.4111, 1.8634, 4.7323)
H (-0.5580, 0.4937, 4.3099)
H (0.9563, 0.8654, 3.4198)
C (0.4147, 0.0417, -0.9992)
C (0.0209, -0.2101, 0.3774)
N (-0.3068, -0.4026, 1.4612)
H (-0.4911, 0.1660, -1.5986)
H (1.0123, -0.7596, -1.4266)
H (0.9783, 0.9722, -1.0635)

These are the Mulliken partial charges, in e, on atoms 1 to 6:
1. C -0.522
2. C 0.128
3. N -0.376
4. H 0.192
5. H 0.243
6. H 0.299

***

Q: Which of them is the most stable? A: (2).

***

(1)
Below is the molecule C2H3OP, with properties calculated with ωB97M-V with the def2-TZVPD basis set.

Output
SMILES: O=C1CP1
HOMO energy, eV: -9.04
Gap between HOMO and LUMO, eV: 9.3

Geometry (Å):
O (-2.4944, 0.7975, 0.2140)
C (-1.3083, 0.7029, -0.0614)
C (-0.2201, -0.1722, -0.4721)
P (0.3540, 1.5720, 0.1978)
H (-0.0101, -1.1567, -0.0231)
H (-0.0227, -0.2289, -1.6482)
H (0.4634, 1.3659, 1.6459)

These are the Mulliken partial charges, in e, on atoms 1 to 6:
1. O -0.453
2. C 0.418
3. C -0.510
4. P -0.019
5. H 0.289
6. H 0.225

***

(2)
Below is the molecule C2H3OP, with properties calculated with ωB97M-V with the def2-TZVPD basis set.

Output
SMILES: C=CP=O
HOMO energy, eV: -9.08
Gap between HOMO and LUMO, eV: 8.0

Geometry (Å):
C (0.1362, 0.0521, 0.0558)
C (-0.7856, -0.7299, -0.5129)
P (-1.2130, -2.7462, -1.3168)
O (-1.8183, -2.1835, -2.5220)
H (-0.2034, 1.0035, 0.2556)
H (1.1712, -0.0892, -0.0889)
H (-1.7199, -0.3550, -0.6453)

These are the Mulliken partial charges, in e, on atoms 1 to 6:
1. C -0.459
2. C -0.448
3. P 0.464
4. O -0.358
5. H 0.277
6. H 0.261

***

Q: Which of them is the most stable? A: (1).

***

(1)
Below is the molecule C4H8O2S2, with properties calculated with ωB97M-V with the def2-TZVPD basis set.

Output
SMILES: O[C@@H]1[C@H](O)CS[C@H]1S
HOMO energy, eV: -8.67
Gap between HOMO and LUMO, eV: 9.3

Geometry (Å):
O (0.6515, -1.9054, 0.8851)
C (0.0722, -1.0027, -0.0969)
C (1.0833, 0.0978, -0.5253)
O (2.0583, 0.2810, 0.4796)
C (0.2206, 1.3290, -0.6997)
S (-0.7573, 1.5840, 0.8023)
C (-1.1647, -0.1596, 0.7343)
S (-2.6401, -0.4422, -0.2826)
H (0.7750, -1.4935, 1.7488)
H (-0.4025, -1.7029, -0.9429)
H (1.3397, -0.3154, -1.5277)
H (2.9168, -0.0764, 0.2127)
H (0.9416, 2.2404, -0.9836)
H (-0.4072, 1.3022, -1.4730)
H (-1.4103, -0.4866, 1.6598)
H (-3.2770, 0.7502, 0.0091)

These are the Mulliken partial charges, in e, on atoms 1 to 6:
1. O -0.568
2. C -0.447
3. C 0.220
4. O -0.512
5. C -0.896
6. S -0.152

***

(2)
Below is the molecule C4H8O2S2, with properties calculated with ωB97M-V with the def2-TZVPD basis set.

Output
SMILES: CSSCCC(=O)O
HOMO energy, eV: -9.04
Gap between HOMO and LUMO, eV: 9.7

Geometry (Å):
C (-1.4284, -0.2900, 3.0013)
S (-1.6224, 0.6848, 1.5113)
S (-1.2938, -0.6708, 0.0293)
C (0.5340, -0.5786, -0.2114)
C (0.8792, 0.7631, -0.8864)
C (0.4617, 0.7133, -2.3383)
O (-0.5474, 1.0121, -2.9011)
O (1.3629, -0.1284, -2.9433)
H (-0.3959, -0.3495, 3.3321)
H (-2.0529, 0.1347, 3.7879)
H (-1.7469, -1.3096, 2.8102)
H (0.8650, -1.3846, -0.8531)
H (1.0211, -0.5989, 0.7600)
H (1.9723, 0.7941, -0.9012)
H (0.5523, 1.6494, -0.3515)
H (1.4391, -0.4411, -3.8459)

These are the Mulliken partial charges, in e, on atoms 1 to 6:
1. C -0.789
2. S -0.059
3. S -0.083
4. C -0.715
5. C -0.446
6. C 0.513

***

Q: Which of them is the most stable? A: (2).

***

(1)
Below is the molecule C7H8N2O2S, with properties calculated with ωB97M-V with the def2-TZVPD basis set.

Output
SMILES: CN/C(=N\O)O[C@@]12C=CSC1=C2
HOMO energy, eV: -7.92
Gap between HOMO and LUMO, eV: 8.6

Geometry (Å):
C (1.6559, -1.3058, -0.7807)
N (0.2061, -1.2756, -1.2705)
C (-0.5438, -0.4273, -0.5370)
N (-1.7969, -0.2364, -0.6490)
O (-2.3697, -1.2654, -1.4712)
O (0.0892, 0.3990, 0.2999)
C (-0.6675, 1.4179, 0.8942)
C (0.2383, 2.3128, 1.7683)
C (0.0308, 3.6263, 1.6272)
S (-1.0441, 4.0638, 0.3001)
C (-1.5007, 2.4417, 0.1584)
C (-2.1490, 1.5143, 0.8258)
H (2.0219, -0.4238, -0.2931)
H (1.7728, -2.2293, -0.2984)
H (2.2548, -1.4167, -1.7822)
H (-0.1181, -1.7223, -2.0644)
H (-3.0513, -1.6196, -0.9432)
H (1.0070, 1.8496, 2.5112)
H (0.4234, 4.5690, 2.1117)
H (-3.0452, 1.0532, 1.1584)

These are the Mulliken partial charges, in e, on atoms 1 to 6:
1. C -0.824
2. N -0.189
3. C 0.553
4. N -0.289
5. O -0.510
6. O -0.298

***

(2)
Below is the molecule C7H8N2O2S, with properties calculated with ωB97M-V with the def2-TZVPD basis set.

Output
HOMO energy, eV: -8.86
Gap between HOMO and LUMO, eV: 8.8

Geometry (Å):
C (-0.1551, 3.5814, 0.1461)
C (-0.6964, 1.0352, -0.5928)
C (-0.5754, 0.0862, 0.3390)
C (0.1255, -1.1740, -0.0072)
C (0.2139, -2.2027, 0.9394)
C (1.3882, -3.4559, -0.5432)
C (1.2790, -2.4484, -1.5033)
H (-0.4943, 4.5940, 0.3761)
H (0.3311, 3.2030, 1.0427)
H (0.5360, 3.6020, -0.6995)
H (-0.3598, 0.8461, -1.6222)
H (-1.5830, 0.9751, 1.6524)
H (-0.2700, -2.0804, 1.8997)
H (1.9313, -4.3745, -0.7452)
H (1.7235, -2.5705, -2.4980)
N (0.8614, -3.3375, 0.6625)
N (0.6620, -1.3037, -1.2370)
O (-2.2849, 2.3576, 1.0794)
O (-1.0589, 0.1262, 1.5714)
S (-1.5741, 2.5409, -0.2603)

These are the Mulliken partial charges, in e, on atoms 1 to 6:
1. C -0.834
2. C -0.307
3. C 0.143
4. C 0.312
5. C -0.171
6. C -0.206

***

Q: Which of them is the most stable? A: (2).